A single C3H7NO2 molecule. Source: the Open Molecules 2025 dataset; level of theory: ωB97M-V/def2-TZVPD.

Geometry as XYZ:
```
13
Properties=species:S:1:pos:R:3:forces:R:3
C -0.845823 1.536075 0.419086 -0.04 0.04 -0.01
C -0.338760 0.153463 0.128286 -0.20 -0.13 -0.06
N -1.226795 -0.729796 -0.113244 0.30 0.51 0.00
O -0.649543 -2.012075 -0.297746 0.01 -0.22 -0.20
C 1.164822 -0.072778 0.133568 -0.03 0.25 0.22
O 1.650622 -0.901852 -0.889222 0.04 -0.18 0.05
H -1.936554 1.558025 0.369008 0.17 -0.02 0.03
H -0.529237 1.869482 1.414759 -0.01 -0.08 -0.14
H -0.436226 2.243868 -0.310227 -0.04 -0.09 0.10
H -1.074479 -2.306400 -1.112752 -0.15 -0.21 0.20
H 1.451536 -0.441188 1.132653 -0.04 0.05 -0.10
H 1.651650 0.897418 -0.002640 -0.08 -0.09 0.08
H 1.195879 -1.747828 -0.763023 0.07 0.15 -0.18
```
Positions in Å, forces in eV/Å.

Summary:
Total energy, eV: -8807.633
Energy relative to the best compared isomer or geometry (same formula, charge and spin), eV: 2.896
SMILES: C/C(CO)=N/O
Molecular weight, g mol⁻¹: 89.1

These are the natural (NBO) partial charges, in e, on atoms 1 to 4: atom 1 (C): -0.65, atom 2 (C): 0.22, atom 3 (N): -0.15, atom 4 (O): -0.61